No. 1
ORCA calculation (ωB97M-V/def2-TZVPD) on C10H16BNO in the gas phase.

The HOMO energy comes out at -8.25 eV. Its energy above the lowest of the compared OMol25 structures with the same formula, charge and spin is 36.9 kcal per mole. The multiplicity is 1. Its SMILES is C[C@H]1CC[C@@H]2CCCN3BOC1=C23. As for the LUMO energy: 0.8 eV.

Element x y z (Å)
C 2.4900 1.4271 -2.0024
C 1.8156 0.1262 -1.3531
C 2.3096 -0.2832 -0.0485
C 1.3444 -1.0953 0.7162
C 0.1430 -0.2868 1.2147
C -0.9601 -0.8936 2.0248
C -2.2617 -0.1962 1.9262
C -2.8901 -0.2283 0.4432
N -2.0101 0.3981 -0.4706
B -1.8104 0.6945 -1.8088
O -0.4388 0.7864 -2.2570
C 0.3152 0.4492 -1.2314
C -0.3044 0.3418 -0.0594
H 1.9493 2.2135 -1.4824
H 2.2953 1.4023 -3.1411
H 3.5817 1.4085 -1.9477
H 1.7608 -0.8614 -2.0358
H 2.5244 0.6327 0.4988
H 3.2599 -0.7590 -0.0748
H 0.9909 -1.7125 -0.0280
H 1.8297 -1.6478 1.4762
H 0.5644 0.6470 1.7893
H -0.5557 -0.8816 3.1166
H -1.1887 -2.0005 1.7951
H -3.0974 -0.7637 2.4985
H -2.2762 0.8969 2.3032
H -3.1915 -1.3571 0.2577
H -3.7698 0.3854 0.5086
H -2.4191 1.1573 -2.6282

These are the Löwdin partial charges, in e, on atoms 1 to 6: -0.03, -0.28, -0.22, -0.16, -0.28, -0.21



No. 2
ORCA calculation (ωB97M-V/def2-TZVPD) on C10H16BNO in the gas phase.

The HOMO energy comes out at -7.52 eV. Its energy above the lowest of the compared OMol25 structures with the same formula, charge and spin is 0.0 kcal per mole. The multiplicity is 1. Its SMILES is C[C@H]1CC[C@@H]2CCCN3BOC1=C23. As for the LUMO energy: 0.8 eV.

Element x y z (Å)
C 2.3345 2.6705 -0.3721
C 1.4597 1.5063 -0.7073
C 2.1896 0.1500 -0.5081
C 1.3393 -1.0356 -0.9134
C 0.2496 -1.1741 0.1066
C -0.8781 -2.2004 -0.1678
C -1.9838 -2.1488 0.8902
C -2.6740 -0.7854 0.7741
N -1.6800 0.3118 0.6462
B -1.8994 1.7284 0.6926
O -0.7644 2.2846 0.2404
C 0.1879 1.3430 0.0247
C -0.3819 0.0987 0.2427
H 2.8796 2.5518 0.6076
H 1.7184 3.5834 -0.2703
H 3.1171 2.8391 -1.0883
H 1.1713 1.6180 -1.8022
H 2.4510 0.1209 0.5877
H 3.1948 0.1707 -1.1004
H 0.9063 -0.9778 -1.9837
H 2.0812 -1.9222 -0.9551
H 0.7620 -1.4707 1.0982
H -0.5532 -3.1511 -0.5380
H -1.4757 -1.6795 -0.9135
H -2.7074 -3.0527 0.7964
H -1.5754 -2.0622 1.9992
H -3.2788 -0.6770 -0.0258
H -3.1066 -0.6908 1.7830
H -3.0836 2.0511 0.8565

These are the Löwdin partial charges, in e, on atoms 1 to 6: -0.08, -0.34, -0.17, -0.18, -0.30, -0.14



No. 3
ORCA calculation (ωB97M-V/def2-TZVPD) on a molecular structure, C10H16Cl4HfO5.

The HOMO energy (spin up / spin down) comes out at 0.44 / 0.47 eV. Its charge is -2. Its energy above the lowest of the compared OMol25 structures with the same formula, charge and spin is 95.5 kcal per mole. The multiplicity is 1. As for the LUMO energy (spin up / spin down): 3.6 / 3.6 eV.

Element x y z (Å)
C 0.5884 -1.9291 -0.1061
C 0.7756 -1.4517 -1.4351
C -0.3978 -0.7475 -1.8259
C 2.0205 -1.5245 -2.2375
C -1.3144 -0.7713 -0.7329
C -0.7245 -1.5181 0.3253
C -1.3055 -1.6154 1.6882
C 1.6650 -2.5497 0.6830
C -0.5810 -0.0430 -3.1011
C -2.5815 -0.0051 -0.6876
Hf 0.9683 3.0555 0.3370
Cl 2.0967 1.7428 -0.9007
Cl 2.7660 4.1184 1.3673
Cl -0.3851 4.0537 -1.3204
H 2.7649 -2.1380 -1.7237
H 2.4546 -0.5265 -2.3851
H 1.8207 -1.9569 -3.2242
H 0.1320 0.7909 -3.1914
H -1.5979 0.3622 -3.1544
H -0.4278 -0.7224 -3.9530
H -2.3946 1.0779 -0.7799
H -3.0970 -0.1842 0.2608
H -3.2634 -0.2983 -1.4982
H -1.8432 -0.6904 1.9389
H -0.4991 -1.7033 2.4209
H -2.0125 -2.4514 1.8103
H 2.5717 -1.9265 0.6373
H 1.9442 -3.5535 0.3170
H 1.3840 -2.5827 1.7391
O 1.7052 -0.9499 3.2516
H 1.1041 -0.2806 3.5614
O -0.6261 3.4601 3.8236
Cl -0.9629 3.5243 2.4341
O -0.1227 2.0828 1.7094
O -2.3689 3.1625 2.1607
O -0.2561 4.6890 1.7913

These are the Löwdin partial charges, in e, on atoms 1 to 6: -0.24, -0.29, -0.30, -0.11, -0.27, -0.22



No. 4
ORCA calculation (ωB97M-V/def2-TZVPD) on 2 unconnected molecules or ions with the total composition C10H16ClN2O2.

The HOMO energy comes out at -4.16 eV. Its charge is -1. The multiplicity is 1. As for the LUMO energy: 2.9 eV.

Element x y z (Å)
C -4.0112 0.2373 1.3309
C -2.9308 -0.2757 0.3814
C -1.5201 -0.0393 0.9365
Cl -0.4353 0.6227 -0.3653
C -0.9297 -1.2934 1.5638
N 0.5142 -1.2009 1.8088
C 0.9835 -0.0425 2.5848
C -1.8135 -1.6147 2.8333
O -1.5107 -0.9891 3.8678
O -2.7091 -2.4766 2.6497
H -3.8985 1.3144 1.4894
H -5.0063 0.0636 0.9141
H -3.9507 -0.2707 2.2931
H -3.0146 0.2371 -0.5783
H -3.0684 -1.3467 0.2230
H -1.5696 0.7506 1.6853
H -1.0840 -2.1243 0.8695
H 0.7446 -2.0318 2.3373
H 0.1621 0.5845 2.9245
H 1.5042 -0.3683 3.4873
H 1.6746 0.5588 1.9845
N 2.8825 -0.0972 -3.7579
C 4.0117 0.5183 -4.2262
C 4.0240 1.7951 -3.7298
C 2.8575 1.9503 -2.9297
C 2.1742 0.7644 -2.9678
H 2.6143 -1.0438 -3.9521
H 4.7074 -0.0011 -4.8628
H 4.7870 2.5336 -3.9134
H 2.5565 2.8275 -2.3821
H 1.2541 0.4581 -2.4996

These are the Löwdin partial charges, in e, on atoms 1 to 6: -0.10, -0.28, -0.63, 0.60, -0.34, -0.09



No. 5
ORCA calculation (ωB97M-V/def2-TZVPD) on 2 unconnected molecules or ions with the total composition C10H16ClN3O.

The HOMO energy comes out at -6.18 eV. Its energy above the lowest of the compared OMol25 structures with the same formula, charge and spin is 0.0 kcal per mole. The multiplicity is 1. As for the LUMO energy: -2.7 eV.

Element x y z (Å)
C 3.6179 0.1303 0.7246
C 2.3589 0.2863 -0.1730
O 2.3562 -0.2717 -1.2510
N 1.2190 1.0202 0.2819
C 0.3314 1.4251 -0.8095
C -1.0127 2.0854 -0.2932
C -1.3466 1.7427 1.1962
C -1.8534 0.2763 1.4678
C -1.7176 -0.7018 0.2957
C -0.8342 -1.8899 0.3789
C -0.8759 -2.6884 -0.8099
N -1.5667 -2.4660 -1.9396
N -2.3638 -1.4252 -2.0507
C -2.4242 -0.6399 -0.9938
H 4.4246 0.7374 0.2502
H 3.9173 -0.9928 0.6898
H 3.4402 0.4654 1.7813
H 1.4949 1.8248 0.8449
H 0.0810 0.5869 -1.5067
H 0.8429 2.1974 -1.4484
H -0.8441 3.1976 -0.3263
H -1.8656 1.9175 -1.0021
H -2.1651 2.4488 1.5072
H -0.4822 1.9967 1.8487
H -2.8880 0.2979 1.9046
H -1.2126 -0.1398 2.2917
H -0.2346 -2.1303 1.2783
H -0.2475 -3.6118 -0.8017
H -1.4904 -3.1017 -2.7372
H -3.1232 0.2226 -1.0987
Cl 4.4641 -2.8001 0.5000

These are the Löwdin partial charges, in e, on atoms 1 to 6: -0.10, -0.51, 0.03, 0.03, -0.21, -0.19



No. 6
ORCA calculation (ωB97M-V/def2-TZVPD) on 3 unconnected molecules or ions with the total composition C10H16ClNO8PS.

The HOMO energy comes out at -4.74 eV. Its charge is -1. The multiplicity is 1. As for the LUMO energy: 2.1 eV.

Element x y z (Å)
O 3.3121 2.3804 2.3834
C 2.6774 2.3287 1.3104
O 1.7457 1.5894 0.9950
C 3.0979 3.3277 0.1944
N 2.0042 4.3065 -0.0529
Cl 1.7436 4.5928 -1.7374
P 2.1469 5.7518 0.8036
O 3.2488 6.7202 0.1060
O 2.7356 5.3345 2.2163
S 0.4424 6.6419 0.9090
H 3.2998 2.7680 -0.7041
H 4.0372 3.8105 0.4680
H 3.9168 6.9719 0.7471
H 3.6974 5.3056 2.1909
O 2.5632 -0.0364 -2.7104
C 1.5402 -0.5633 -2.3909
O 0.8345 -1.3536 -3.2554
C -0.3974 -1.7629 -2.6409
C -0.1651 -1.6377 -1.1434
C 0.8087 -0.4597 -1.0674
H -1.1955 -1.1031 -2.9943
H -0.6256 -2.7834 -2.9464
H -1.0758 -1.4885 -0.5822
H 0.3161 -2.5381 -0.7674
H 0.2944 0.4997 -1.0236
H 1.4972 -0.5426 -0.2345
O -1.0340 -3.2945 1.2500
C -2.1809 -3.5429 1.0502
O -2.8698 -3.1031 -0.0391
C -4.2522 -3.4758 0.0637
C -4.2792 -4.6588 1.0216
C -3.1102 -4.3393 1.9506
H -4.8135 -2.6198 0.4446
H -4.6269 -3.7291 -0.9253
H -5.2340 -4.7767 1.5309
H -4.0733 -5.5812 0.4764
H -3.4116 -3.7062 2.7858
H -2.6149 -5.2329 2.3175

These are the Löwdin partial charges, in e, on atoms 1 to 6: -0.07, -0.75, -0.04, -0.22, -0.63, 0.60



No. 7
ORCA calculation (ωB97M-V/def2-TZVPD) on a gas-phase ion, C10H16FIN2O4PS2 (charge +1).

The HOMO energy comes out at -12.08 eV. Its charge is +1. The multiplicity is 1. As for the LUMO energy: -4.0 eV.

Element x y z (Å)
C 2.6029 -1.8433 -1.2339
C 1.1712 -1.8357 -1.7942
O 0.6640 -0.4987 -1.7823
C -0.7379 -0.4187 -1.7604
C -1.3720 -0.3292 -0.3252
P -2.3903 1.2304 -0.0005
O -1.8988 2.2659 -1.1039
O -1.8904 1.8353 1.4116
S -4.2964 1.0200 0.0281
C -2.1104 -1.6693 -0.1276
I -3.7997 -2.1845 -1.3001
S -2.2379 -1.9553 1.6693
C -0.7285 -1.0933 1.8155
N 0.0171 -1.2634 2.9630
C -0.2381 -0.5286 3.9292
O -0.3452 0.2070 4.7993
N -0.4067 -0.3254 0.8174
C 0.8358 0.4812 0.9535
C 0.9419 1.7388 0.0832
C 2.3842 2.2165 -0.0096
F 3.0647 1.5776 -1.0217
H 2.9151 -0.8422 -0.9549
H 3.2983 -2.3003 -1.9317
H 2.6445 -2.4509 -0.3269
H 0.5677 -2.5133 -1.1813
H 1.1716 -2.2447 -2.8064
H -1.0167 0.4851 -2.3024
H -1.1546 -1.2566 -2.3207
H -2.4381 3.0704 -1.0140
H -2.6389 1.6905 2.0157
H -1.3957 -2.4411 -0.4002
H 1.6895 -0.1575 0.7268
H 0.9764 0.7996 1.9828
H 0.4142 2.5423 0.6051
H 0.4713 1.6641 -0.8899
H 2.8706 2.0332 0.9549
H 2.3954 3.2941 -0.1677

These are the Löwdin partial charges, in e, on atoms 1 to 6: -0.04, -0.22, -0.14, -0.17, -0.44, 0.23



No. 8
ORCA calculation (ωB97M-V/def2-TZVPD) on a gas-phase ion, C10H16FN2Si (charge +1).

The HOMO energy (spin up / spin down) comes out at -12.04 / -12.04 eV. Its charge is +1. Its energy above the lowest of the compared OMol25 structures with the same formula, charge and spin is 52.3 kcal per mole. The multiplicity is 1. Its SMILES is C[Si](C)(C)C=C=C(F)/C=C\C=N/C=[NH2+]. As for the LUMO energy (spin up / spin down): -5.2 / -5.2 eV.

Element x y z (Å)
C -2.2642 -1.8449 -0.4704
Si -2.3508 -0.0539 0.1718
C -3.3775 0.2607 1.7721
C -2.6736 1.0780 -1.3159
C -0.4185 0.6275 0.4458
C 0.4182 -0.3071 0.4783
C 1.2743 -1.3230 0.4450
F 1.1913 -2.2216 1.5292
C 2.1465 -1.5865 -0.6331
C 2.5838 -0.7121 -1.6588
C 2.7446 0.6766 -1.6002
N 2.8225 1.2794 -0.4195
C 3.2954 0.8372 0.6932
N 2.8343 1.5597 1.7159
H -1.2889 -2.2246 -0.2853
H -2.9865 -2.3909 0.0409
H -2.5241 -1.9170 -1.5079
H -2.8434 -0.3251 2.5096
H -3.5187 1.3673 1.8504
H -4.3310 -0.0500 1.5774
H -2.6736 0.6554 -2.3287
H -3.6470 1.6821 -1.2489
H -1.9918 1.7936 -1.5211
H -0.3909 1.6653 0.4954
H 2.4344 -2.6758 -0.5673
H 2.8752 -1.2593 -2.6118
H 2.9699 1.1531 -2.5792
H 4.2046 0.2221 0.9398
H 2.0268 2.1373 1.6114
H 3.4584 1.8964 2.4717

These are the Löwdin partial charges, in e, on atoms 1 to 6: -0.13, 0.71, -0.14, -0.18, -0.02, -0.04



| no. | DFT total energy (eV) | maximum force (eV/A) |
| --- | --- | --- |
| 1 | -14842.4508 | 5.5 |
| 2 | -14844.0528 | 4.5 |
| 3 | -72257.7993 | 4.7 |
| 4 | -30228.7816 | 0.5 |
| 5 | -29666.1121 | 4.1 |
| 6 | -61149.4659 | 2.4 |
| 7 | -63571.0761 | 2.0 |
| 8 | -24194.2748 | 3.9 |